Here is a cluster of 2 separate species, C4H9NO2 in total from the OMol25 dataset. Energies are from ωB97M-V/def2-TZVPD.

Results
Orbital gap (spin up / spin down) (eV): 7.70 / 8.04
Energy above the lowest of the compared OMol25 structures with the same formula, charge and spin (kJ/mol): 646.7
E (eV): -9873.3584
LUMO level (spin up / spin down) (eV): 0.113 / 0.438

Structure (XYZ):
```
16
Properties=species:S:1:pos:R:3:lowdin_charge:R:1
C 2.009 -0.835 0.583 -0.0529
O 1.255 -0.024 1.244 -0.0927
C 0.070 0.503 1.047 -0.1098
C -0.920 0.071 0.090 -0.3553
N -2.065 0.659 -0.025 0.0123
O -2.169 1.762 0.823 -0.0781
C -0.751 -1.127 -0.808 -0.0481
H 2.967 -1.026 1.045 0.0776
H 1.663 -1.332 -0.311 0.0532
H 1.967 1.057 -0.975 0.0676
H 1.359 1.475 -0.826 0.0751
H -0.179 1.227 1.807 0.1202
H -3.068 2.067 0.651 0.0922
H -0.465 -2.021 -0.243 0.0836
H 0.004 -0.950 -1.583 0.0747
H -1.707 -1.317 -1.301 0.0802
```